{"formula": "C20H48IO4P2RhSSi", "method": "ωB97M-V/def2-TZVPD", "elements": ["C", "I", "H", "H", "H", "Rh", "P", "C", "C", "H", "H", "H", "H", "H", "H", "C", "H", "H", "H", "P", "C", "C", "H", "H", "H", "C", "H", "H", "H", "H", "H", "H", "C", "O", "C", "C", "C", "C", "O", "Si", "S", "O", "C", "C", "C", "C", "O", "C", "C", "C", "C", "H", "H", "H", "H", "H", "H", "H", "H", "H", "H", "H", "H", "H", "H", "H", "H", "H", "H", "H", "H", "H", "H", "H", "H", "H", "H", "H"], "coordinates": [[-0.322, -0.236, -7.774], [-0.372, -0.374, -5.613], [0.721, -0.102, -8.068], [-0.938, 0.618, -8.061], [-0.732, -1.174, -8.160], [-0.183, -0.202, -2.396], [-0.120, 2.077, -2.495], [-1.697, 2.866, -2.911], [0.462, 3.021, -1.056], [0.348, 4.096, -1.256], [1.137, 3.581, -3.894], [1.517, 2.790, -0.865], [2.000, 2.021, -3.625], [-2.423, 2.662, -2.115], [-0.137, 2.746, -0.182], [1.030, 2.488, -3.840], [-1.549, 3.950, -2.994], [0.643, 2.088, -4.789], [-2.086, 2.470, -3.855], [-0.083, -2.476, -2.187], [-1.654, -3.336, -2.451], [1.035, -3.017, -3.508], [1.606, -2.956, -0.512], [0.474, -4.336, -0.751], [-0.030, -2.891, 0.192], [0.556, -3.240, -0.666], [1.998, -2.511, -3.380], [1.165, -4.105, -3.432], [-1.490, -4.418, -2.376], [-2.064, -3.089, -3.435], [0.612, -2.740, -4.483], [-2.366, -3.025, -1.679], [-1.909, -0.263, -2.973], [-3.046, -0.299, -3.234], [1.466, 3.552, 2.290], [1.922, 2.142, 2.643], [3.246, 1.799, 1.975], [2.048, 2.078, 4.161], [0.892, 1.182, 2.227], [0.381, 0.027, 1.185], [1.464, -0.086, -0.630], [0.363, -1.418, 1.958], [0.906, -2.223, 3.062], [1.838, -3.282, 2.489], [1.658, -1.357, 4.055], [-0.271, -2.897, 3.758], [-1.158, 0.405, 0.714], [-2.434, 0.533, 1.407], [-3.518, 0.271, 0.368], [-2.556, -0.480, 2.534], [-2.555, 1.949, 1.957], [2.194, 4.282, 2.676], [0.496, 3.771, 2.756], [1.387, 3.704, 1.208], [4.014, 2.511, 2.308], [3.574, 0.789, 2.256], [3.170, 1.848, 0.881], [1.077, 2.253, 4.641], [2.444, 1.114, 4.497], [2.741, 2.856, 4.515], [2.681, -2.814, 1.965], [2.247, -3.895, 3.303], [1.313, -3.950, 1.795], [1.002, -0.584, 4.473], [2.014, -1.985, 4.888], [2.537, -0.897, 3.584], [-0.918, -2.153, 4.240], [-0.873, -3.486, 3.056], [0.090, -3.576, 4.543], [-3.424, -0.738, -0.047], [-4.508, 0.355, 0.832], [-3.471, 0.988, -0.459], [-1.830, -0.265, 3.330], [-3.564, -0.406, 2.967], [-2.413, -1.503, 2.162], [-1.781, 2.128, 2.713], [-2.458, 2.695, 1.157], [-3.537, 2.074, 2.430]], "lowdin_spin": [0.366, 0.999, 0.007, 0.026, 0.018, 1.051, 0.074, 0.011, 0.019, 0.000, 0.003, 0.011, 0.003, 0.001, 0.000, 0.037, 0.002, 0.016, 0.002, 0.075, 0.011, 0.051, 0.011, 0.000, 0.000, 0.018, 0.003, 0.004, 0.002, 0.001, 0.029, 0.001, 0.166, 0.082, 0.000, 0.001, 0.003, 0.001, 0.023, 0.051, 0.733, 0.038, 0.002, 0.001, 0.000, 0.002, 0.033, 0.001, 0.003, 0.001, 0.000, 0.000, 0.000, 0.000, 0.000, 0.000, 0.003, 0.000, 0.000, 0.000, 0.000, 0.000, 0.000, 0.000, 0.000, 0.000, 0.000, 0.000, 0.000, 0.001, 0.000, 0.001, 0.000, 0.000, 0.000, 0.000, 0.000, 0.000], "charge": 2, "homo_ev": [-11.41, -15.03], "spin_multiplicity": 5, "s_squared": 6.018, "orbital_gap_ev": [5.43, 4.81], "e_lumo_ha": [-0.21963, -0.37569]}

***

{"formula": "C20H48NO13P3", "method": "ωB97M-V/def2-TZVPD", "elements": ["C", "C", "O", "P", "O", "C", "C", "C", "N", "C", "O", "O", "O", "C", "C", "H", "H", "H", "H", "H", "H", "H", "H", "H", "H", "H", "H", "H", "H", "H", "H", "H", "H", "O", "P", "O", "C", "C", "O", "C", "C", "O", "C", "C", "H", "H", "H", "H", "H", "H", "H", "H", "H", "H", "H", "H", "H", "H", "H", "O", "P", "O", "C", "C", "O", "C", "C", "O", "C", "C", "H", "H", "H", "H", "H", "H", "H", "H", "H", "H", "H", "H", "H", "H", "H"], "coordinates": [[-6.831, -0.663, 5.877], [-7.917, 0.321, 5.225], [-8.206, 0.033, 3.834], [-6.969, 0.626, 2.811], [-5.673, -0.162, 3.000], [-6.778, 2.491, 2.873], [-5.306, 3.002, 3.222], [-4.161, 2.465, 2.239], [-3.284, 3.554, 1.685], [-2.797, 3.039, 0.395], [-1.650, 2.613, 0.194], [-3.710, 3.071, -0.694], [-7.521, 0.267, 1.217], [-6.593, -0.642, 0.558], [-7.237, -0.919, -0.905], [-6.935, -0.785, 7.000], [-5.808, -0.180, 5.670], [-6.789, -1.685, 5.378], [-7.676, 1.433, 5.401], [-8.896, 0.147, 5.803], [-7.490, 3.004, 3.610], [-7.046, 2.927, 1.846], [-5.044, 2.849, 4.329], [-5.325, 4.145, 3.087], [-4.547, 1.796, 1.403], [-3.479, 1.799, 2.882], [-2.428, 3.600, 2.267], [-4.198, 2.218, -0.693], [-6.510, -1.658, 1.068], [-5.581, -0.145, 0.423], [-8.143, -1.605, -0.754], [-6.472, -1.359, -1.614], [-7.625, 0.092, -1.259], [3.029, 3.937, 2.374], [3.557, 2.584, 1.879], [5.029, 3.144, 1.371], [5.962, 3.580, 2.348], [6.392, 2.452, 3.267], [2.709, 2.638, 0.453], [1.345, 3.063, 0.472], [1.234, 4.460, -0.111], [4.043, 0.997, 1.476], [4.340, 0.545, 0.157], [5.716, 0.938, -0.344], [5.544, 4.412, 2.922], [6.833, 3.961, 1.808], [5.555, 2.115, 3.888], [7.199, 2.778, 3.926], [6.733, 1.588, 2.693], [0.935, 3.026, 1.485], [0.767, 2.365, -0.135], [1.938, 5.152, 0.355], [0.223, 4.854, 0.012], [1.473, 4.444, -1.178], [3.566, 0.822, -0.559], [4.309, -0.548, 0.212], [5.740, 1.980, -0.669], [5.995, 0.328, -1.207], [6.473, 0.811, 0.433], [4.026, -2.611, -5.660], [3.037, -3.390, -4.785], [3.810, -3.110, -3.350], [3.816, -1.788, -2.829], [2.416, -1.306, -2.495], [3.670, -4.874, -5.180], [3.999, -5.146, -6.541], [5.506, -5.130, -6.721], [1.794, -4.198, -3.936], [1.962, -5.406, -3.195], [2.577, -5.218, -1.822], [4.306, -1.109, -3.533], [4.420, -1.807, -1.918], [1.817, -1.190, -3.405], [2.452, -0.344, -1.983], [1.896, -2.025, -1.859], [3.515, -4.431, -7.212], [3.610, -6.137, -6.789], [5.955, -4.222, -6.313], [5.773, -5.207, -7.777], [5.959, -5.969, -6.185], [2.493, -6.169, -3.764], [0.950, -5.798, -3.054], [3.659, -5.078, -1.886], [2.406, -6.103, -1.205], [2.156, -4.349, -1.312]], "mulliken_charge": [-0.845, -0.231, -0.449, 1.004, -0.667, -0.858, -0.746, 0.707, -0.325, 0.508, -0.503, -0.444, -0.406, 0.004, -1.086, 0.349, 0.198, 0.238, 0.194, 0.303, 0.448, 0.408, 0.293, 0.419, -0.710, 0.269, 0.312, 0.329, 0.294, 0.079, 0.287, 0.338, 0.286, -0.724, 1.096, -0.262, -0.332, -0.950, -0.385, -0.324, -1.168, -0.498, 0.395, -0.940, 0.279, 0.304, 0.313, 0.402, 0.166, 0.311, 0.345, 0.301, 0.335, 0.309, -0.070, 0.246, 0.267, 0.396, 0.174, -0.732, 1.184, -0.365, -0.123, -0.629, -0.377, -0.365, -1.134, -0.452, -0.097, -0.943, 0.297, 0.116, 0.381, 0.112, 0.114, 0.343, 0.356, 0.287, 0.367, 0.296, 0.228, 0.327, 0.247, 0.422, 0.162], "smiles": "CCOP(=O)(CCCNC(=O)O)OCC.CCOP(=O)(OCC)OCC.CCOP(=O)(OCC)OCC", "homo_ev": -9.83, "orbital_gap_ev": 8.18, "e_lumo_ha": -0.06036}

***

Taking the records one at a time from the top gives M values of 704.5; 603.5 Da.
Taking the records one at a time from the top gives largest force on an atom values of 5.03; 9.17 eV Å⁻¹.